# 1
Molecular formula: C4H9N3O
Method: DFT, ωB97M-V with the def2-TZVPD basis set

```
17
Properties=species:S:1:pos:R:3:forces:R:3
C 0.395117 1.522120 0.439783 -0.1 3.5 4.8
C -1.561300 0.653173 -0.555926 -1.6 -0.9 -0.6
C 1.701994 -0.646518 -0.094823 -1.7 0.7 -3.6
C 0.618398 -1.629092 -0.522711 -2.7 -2.9 1.4
H 1.401825 2.003903 0.578588 0.2 -2.2 -0.7
H 0.010719 2.349183 -0.000328 -2.1 3.6 -0.1
H -0.025256 1.195975 1.479737 0.9 1.8 -1.1
H -1.952546 1.525146 -1.052723 0.4 0.1 -0.5
H -0.940129 -0.848948 0.739055 -2.6 -1.2 1.4
H 2.435787 -0.905891 0.576353 1.3 -0.8 1.5
H 2.015162 0.241862 -0.883222 -1.0 -2.7 2.3
H -0.100347 -1.711740 -1.512422 2.6 0.2 2.4
H 0.306886 -2.407504 0.418101 1.7 0.3 -3.7
N -0.110895 0.592360 -0.398598 -1.8 -3.2 -1.3
N -2.481860 -0.239919 -0.258933 2.9 2.1 0.6
N 0.253315 -0.577451 0.373168 3.9 2.2 -2.8
O -1.966878 -1.116655 0.674901 -0.3 -0.7 -0.1
```
Positions in Å, forces in eV/Å.

The calculation puts the energy above the lowest of the compared OMol25 structures with the same formula, charge and spin at 224.23 kcal per mole. Its LUMO energy is 0.73 eV. For the total energy, the calculation gives -10802.7384 eV. Its HOMO-LUMO gap is 0.3423 Eh.

Per-atom Mulliken charges, elementary charge units:
1. C -0.93
2. C -0.10
3. C -0.33
4. C -0.36
5. H 0.27
6. H 0.44
7. H 0.32
8. H 0.41
9. H 0.70
10. H 0.28
11. H 0.24
12. H 0.22
13. H 0.25
14. N -0.31
15. N -0.35
16. N -0.30
17. O -0.45



# 2
Molecular formula: C37H45N9O5S3W
Method: DFT, ωB97M-V with the def2-TZVPD basis set

```
100
Properties=species:S:1:pos:R:3:forces:R:3
W -2.006195 0.025809 -0.209590 -0.6 0.1 -0.2
C -5.519085 -2.165392 -3.889503 1.1 -1.4 0.2
N -4.685171 -2.274159 -2.660593 -0.2 0.9 0.6
C -4.765055 -3.412309 -1.735814 -0.7 -0.1 1.1
C -3.895132 -1.304029 -2.255560 0.4 0.4 -1.3
O -3.272155 -1.382704 -1.179481 0.1 0.1 0.7
C -3.548960 -0.095011 -3.157217 -0.6 0.1 0.2
O -2.684464 0.686573 -2.357658 1.4 0.4 1.2
C -2.316383 2.044679 -2.687091 0.5 -0.6 -1.4
C -1.053505 2.379632 -1.849124 -1.1 0.0 -0.8
O -0.812948 1.679388 -0.843631 -0.1 -1.0 0.5
N -0.256731 3.345989 -2.223480 0.1 -0.2 0.4
C 1.020070 3.547468 -1.451479 -1.0 0.7 -2.5
C -0.645363 4.235558 -3.330387 0.4 1.2 0.0
H -4.829713 -2.164177 -4.748883 -0.5 0.0 0.1
H -6.148983 -1.295121 -3.899629 -0.3 0.3 0.2
H -6.117226 -3.092319 -3.913137 0.2 0.7 -0.2
H -5.326897 -3.226340 -0.777566 0.2 0.3 -1.1
H -3.776051 -3.689614 -1.384435 0.2 -0.1 -0.4
H -5.247516 -4.220981 -2.250147 -0.1 -0.4 -0.2
H -4.454880 0.495164 -3.390184 0.3 -0.4 -0.2
H -2.998997 -0.409358 -4.055351 -0.4 0.0 0.0
H -3.185877 2.658906 -2.464744 0.2 0.5 0.0
H -2.034607 2.096837 -3.782751 -0.5 0.0 1.1
H 0.809633 4.351771 -0.796240 0.3 0.8 0.9
H 1.760252 3.813335 -2.214949 0.0 0.1 0.4
H 1.304089 2.656109 -0.966337 0.1 -0.9 0.6
H -0.442673 3.720790 -4.270243 0.0 0.2 -0.1
H -0.036540 5.205001 -3.309672 -0.9 -1.5 0.1
H -1.727517 4.496835 -3.265801 0.9 -0.1 0.0
O -2.225037 -1.891928 3.713923 0.1 0.1 -0.3
C -1.697067 -3.091952 3.408894 0.6 -0.7 -0.5
C -1.518019 -4.012893 4.439149 0.3 0.6 -1.0
C -1.102514 -5.278757 4.174808 -0.2 -1.4 -0.7
C -0.871062 -5.770663 2.862571 0.3 0.2 0.1
C -0.868695 -4.819412 1.828533 -0.2 -1.1 1.8
C -1.250455 -3.490047 2.120638 -0.8 0.5 -1.0
C -1.291954 -2.524074 0.996464 0.8 0.1 -0.3
O -2.090587 -1.446240 1.131398 0.3 0.0 -0.4
N -0.476934 -2.638928 -0.015393 -0.3 -0.1 0.6
N -0.476423 -1.512076 -0.854087 0.0 0.2 -0.1
C 0.492044 -1.545398 -1.730714 -0.3 -0.1 0.6
S 0.652244 -0.333242 -2.945575 -0.4 0.5 -0.6
C 2.298380 -0.796232 -3.519965 0.3 -1.6 1.9
C 2.456580 -2.327319 -3.321270 -1.6 0.3 -0.1
S 1.702763 -2.761267 -1.706239 0.5 -0.5 0.0
H -2.381722 -1.423201 2.872179 0.0 0.0 0.3
H -1.638969 -3.731498 5.442194 -0.5 0.5 1.1
H -1.078246 -5.914528 5.044958 0.3 -0.5 -0.1
H -0.656896 -6.866424 2.685241 -0.2 1.6 0.2
H -0.603427 -5.176238 0.848431 0.0 0.5 -0.4
H 3.006366 -0.260450 -2.884677 0.2 0.0 -0.3
H 2.412032 -0.626426 -4.546493 0.1 0.8 -1.4
H 3.483237 -2.657278 -3.360986 0.3 0.0 0.2
H 1.856143 -2.904649 -4.064851 0.6 0.6 0.3
S -1.155257 2.721810 3.398286 -1.0 0.3 -0.1
C 0.090104 1.547753 3.375301 -0.3 -0.9 -1.0
C 1.047321 1.340509 4.340871 0.2 -0.6 -0.7
C 1.912384 0.270246 4.174083 -0.8 1.1 0.6
C 1.819120 -0.523007 3.046761 1.3 -1.6 0.3
C 0.841399 -0.379297 2.096327 -0.9 0.5 -0.9
C -0.085626 0.659910 2.289208 0.1 0.3 0.4
N -1.279950 0.934783 1.584573 1.2 -0.5 -0.2
C -1.940127 1.941936 2.080830 -1.4 0.6 -0.4
C -3.276874 2.279988 1.446880 2.6 -1.6 -0.4
C -4.048865 3.282112 1.936408 -2.2 0.4 -0.7
C -5.287932 3.481974 1.312797 0.0 -0.1 -0.6
C -5.654918 2.756719 0.169393 -0.6 -0.1 1.1
C -4.817352 1.767523 -0.337252 1.5 0.2 0.1
C -3.565714 1.475259 0.281755 -0.7 0.7 0.7
H 1.021105 1.973927 5.180524 0.4 0.5 1.1
H 2.591576 0.062193 4.976327 0.5 -0.2 0.0
H 2.554359 -1.353298 3.016121 -0.6 0.6 -0.4
H 0.762015 -1.012014 1.199220 0.2 0.2 0.7
H -3.847932 3.882368 2.790981 0.6 0.2 0.6
H -5.981354 4.228749 1.678348 0.1 0.0 0.1
H -6.698358 2.860493 -0.167725 0.8 0.1 -0.3
H -5.061040 1.320817 -1.301231 -0.2 -0.3 0.3
C 4.556723 1.505068 1.983629 -0.2 0.5 -0.2
N 4.866783 2.275324 0.770376 -0.9 -0.3 -1.1
C 4.237641 1.556004 -0.399649 0.5 -0.3 1.3
N 4.776176 0.191677 -0.583372 0.3 1.3 0.2
C 4.489787 -0.478266 0.663109 -0.2 -0.7 0.9
N 5.079729 0.159456 1.901979 -0.1 -0.7 -0.8
C 6.545479 0.203654 1.670768 -0.7 -2.1 -0.7
N 6.860119 0.925046 0.461953 0.5 1.3 0.5
C 6.314546 2.282232 0.627597 1.1 1.3 0.3
C 6.276163 0.337833 -0.699005 -0.8 -1.6 0.4
H 3.463649 1.374703 2.027476 0.2 0.5 0.4
H 4.988313 2.090387 2.834741 -0.5 -0.7 -0.4
H 4.430081 2.085701 -1.307922 0.0 0.7 -0.5
H 3.158338 1.457907 -0.181684 0.3 0.2 -0.2
H 4.912689 -1.457616 0.594362 0.5 -0.8 0.1
H 3.392400 -0.671895 0.729263 0.6 0.6 0.3
H 6.868506 -0.872682 1.566964 -0.1 1.1 0.2
H 7.039270 0.658112 2.501662 0.3 0.3 0.6
H 6.646341 2.914927 -0.245015 -0.5 -0.6 0.8
H 6.734624 2.770140 1.584080 -0.4 -0.8 -1.5
H 6.690748 -0.684643 -0.818418 -0.2 0.5 -0.1
H 6.496611 0.948265 -1.550139 0.1 0.3 -0.7
```
Positions in Å, forces in eV/Å.

The calculation puts the energy above the lowest of the compared OMol25 structures with the same formula, charge and spin at 33.75 kcal per mole. The charge is +2. Its LUMO energy (alpha / beta) is -5.18 / -5.69 eV. The spin multiplicity is 3. For the total energy, the calculation gives -97065.9087 eV. As for the expectation value of S²: 2.0161. Its HOMO-LUMO gap (alpha / beta) is 0.2594 / 0.2412 Eh.

These are the Mulliken partial charges, in e, on atoms 1 to 99:
1. W 2.84
2. C -0.85
3. N 0.10
4. C -0.77
5. C 0.58
6. O -0.67
7. C -1.14
8. O -0.30
9. C -1.43
10. C 0.69
11. O -0.58
12. N 0.25
13. C -0.84
14. C -1.03
15. H 0.34
16. H 0.32
17. H 0.32
18. H 0.27
19. H 0.25
20. H 0.37
21. H 0.49
22. H 0.63
23. H 0.44
24. H 0.64
25. H 0.41
26. H 0.46
27. H 0.07
28. H 0.37
29. H 0.39
30. H 0.35
31. O -0.72
32. C 0.51
33. C -0.84
34. C -0.35
35. C -0.78
36. C -0.66
37. C 0.25
38. C 0.74
39. O -0.86
40. N -0.84
41. N 0.35
42. C -0.17
43. S 0.02
44. C -0.28
45. C -0.71
46. S 0.06
47. H 0.34
48. H 0.51
49. H 0.40
50. H 0.34
51. H 0.47
52. H -0.11
53. H 0.51
54. H 0.46
55. H 0.38
56. S -0.42
57. C 0.76
58. C -0.59
59. C -0.92
60. C -1.05
61. C 0.53
62. C -0.67
63. N 0.71
64. C 0.24
65. C 0.93
66. C -0.68
67. C -0.81
68. C -0.88
69. C -0.47
70. C 0.11
71. H 0.58
72. H 0.55
73. H 0.32
74. H 0.20
75. H 0.51
76. H 0.42
77. H 0.41
78. H 0.26
79. C -0.16
80. N 0.03
81. C -0.75
82. N 0.15
83. C 0.01
84. N 0.16
85. C -0.71
86. N 0.11
87. C -0.79
88. C -0.79
89. H -0.17
90. H 0.35
91. H 0.53
92. H 0.06
93. H 0.61
94. H -0.74
95. H 0.34
96. H 0.37
97. H 0.28
98. H 0.34
99. H 0.37